The following is a quantum chemistry calculation of C3H7NO2S in the gas phase at a distorted geometry, from the OMol25 dataset.

Its total energy is -721.9149 a.u. As for the structure (SMILES): O=CNSCCO. Its LUMO energy is 0.0229 Ha. The calculation puts the HOMO energy at -9.24 eV. Its relative energy (zero: lowest compared OMol25 entry of this formula, charge and spin) is 1.2985 eV. Its spin multiplicity is 1.

Structure (XYZ):
```
14
Properties=species:S:1:pos:R:3:lowdin_charge:R:1
O -3.42 0.77 0.03 0.03
C -2.67 -0.17 0.17 -0.40
N -1.50 -0.27 -0.57 -0.35
S -0.33 -1.46 -0.45 0.90
C 0.97 -0.75 0.55 -0.49
C 1.81 0.33 -0.12 -0.35
O 0.94 1.40 -0.25 -0.10
H -2.82 -0.99 0.89 0.12
H -1.32 0.47 -1.24 0.10
H 1.60 -1.64 0.78 0.09
H 0.52 -0.37 1.47 0.08
H 2.24 0.00 -1.11 0.13
H 2.67 0.54 0.62 0.13
H 1.30 2.15 -0.77 0.11
```